A 2-piece molecular cluster, C2H8NO overall in a non-equilibrium geometry. Source: the Open Molecules 2025 dataset; level of theory: ωB97M-V/def2-TZVPD.

* strongest force on any atom: 1.34 eV/A
* energy above the lowest of the compared OMol25 structures with the same formula, charge and spin: 32.7 kcal/mol
* DFT total energy: -210.70098 Eh
* orbital gap: 9.8 eV
* total charge: +1

```
12
Properties=species:S:1:pos:R:3:forces:R:3
O -1.07008 -0.62488 -1.06503 0.3 0.0 0.4
N 0.47244 -0.27769 2.15176 -0.5 1.2 -0.4
C 0.93682 0.51069 -0.74044 -0.5 -0.1 -0.1
C -0.35405 0.55424 -1.04113 -0.7 -0.2 0.2
H 1.27912 -0.49278 -0.52537 0.7 0.0 -0.4
H 0.68684 -0.99642 2.84149 0.3 0.0 -0.1
H -1.00672 1.41596 -1.15235 0.5 0.3 -0.5
H -1.50135 -0.72107 -1.92139 -0.2 0.0 0.1
H 1.25154 0.25173 1.74273 0.5 -0.6 0.2
H 1.59508 1.35671 -0.83611 0.0 0.1 0.4
H -0.08532 0.47423 2.57339 -0.3 -0.4 0.1
H -0.03401 -0.63433 1.33356 -0.2 -0.2 0.1
```
Forces are in eV/Å.